The following is a quantum chemistry calculation of 18 unconnected molecules or ions with the total composition C44H70N18O5S in a non-equilibrium geometry, from OMol25.

Calculated values
M (g mol⁻¹): 963.23
Kohn-Sham gap (eV): 10.0
E (Ha): -3478.2985
Relative energy (zero: lowest compared OMol25 entry of this formula, charge and spin) (kcal per mole): 0.0
Max |F| (Eh/bohr): 0.03648

Bonds (Å) are listed after each position.
CARTESIAN COORDINATES (ANGSTROEM)
1 C 2.36602 0.97669 -1.05674  C2 1.553, H18 1.085, H19 1.091, H20 1.084
2 C 1.87783 -0.40030 -1.58414  C1 1.553, C3 1.552, H21 1.083, H22 1.091
3 C 0.32823 -0.45562 -1.64137  C2 1.552, C4 1.534, H23 1.089, H24 1.091
4 C -0.25957 -1.39405 -0.58020  C3 1.534, C5 1.528, H25 1.090, H26 1.091
5 C -0.36660 -0.75664 0.80471  C4 1.528, C6 1.530, H27 1.086, H28 1.091
6 C -0.75965 -1.75855 1.89229  C5 1.530, C7 1.538, H29 1.088, H30 1.089
7 C 0.33052 -2.77941 2.25741  C6 1.538, C8 1.503, O17 1.459, H31 1.095
8 C 1.71789 -2.20298 2.20820  C7 1.503, C9 1.526, H32 1.086, H33 1.088
9 C 2.80796 -3.12536 2.74550  C8 1.526, C10 1.543, H34 1.088, H35 1.089
10 C 2.64150 -4.62864 2.44258  C9 1.543, O11 1.417, S14 1.838, H36 1.086
11 O 3.68460 -5.04222 1.57675  C10 1.417, N12 1.391
12 N 4.46262 -6.02327 2.18367  O11 1.391, O13 1.165
13 O 5.40110 -6.26726 1.53723  N12 1.165
14 S 1.06796 -5.16419 1.65899  C10 1.838, O15 1.428, O16 1.434, O17 1.576
15 O 1.40401 -5.79181 0.42088  S14 1.428
16 O 0.41188 -6.00540 2.61746  S14 1.434
17 O 0.19107 -3.89647 1.32864  C7 1.459, S14 1.576
18 H 3.20328 1.37174 -1.62326  C1 1.085
19 H 2.73413 0.85811 -0.03676  C1 1.091
20 H 1.53666 1.67437 -1.03527  C1 1.084
21 H 2.31240 -0.65890 -2.54226  C2 1.083
22 H 2.22522 -1.15379 -0.87640  C2 1.091
23 H -0.09964 0.54338 -1.56549  C3 1.089
24 H 0.04879 -0.85028 -2.61985  C3 1.091
25 H -1.24963 -1.74177 -0.87513  C4 1.090
26 H 0.37677 -2.27978 -0.57506  C4 1.091
27 H 0.51245 -0.17288 1.06337  C5 1.086
28 H -1.19008 -0.04411 0.74000  C5 1.091
29 H -1.15931 -1.27615 2.78154  C6 1.088
30 H -1.56813 -2.35421 1.47152  C6 1.089
31 H 0.12651 -3.11524 3.27965  C7 1.095
32 H 2.00316 -1.86370 1.21711  C8 1.086
33 H 1.69293 -1.31461 2.83550  C8 1.088
34 H 3.74134 -2.84008 2.26461  C9 1.088
35 H 2.96225 -3.00843 3.81696  C9 1.089
36 H 2.70334 -5.19557 3.36697  C10 1.086
37 C -5.36811 -3.27076 0.79267  C38 1.459, H40 1.087, H41 1.083, H42 1.087
38 C -4.34506 -2.26019 0.54850  C37 1.459, N39 1.150
39 N -3.54535 -1.45196 0.37732  C38 1.150
40 H -5.44991 -3.93843 -0.06101  C37 1.087
41 H -5.11895 -3.84693 1.67505  C37 1.083
42 H -6.32438 -2.77899 0.95201  C37 1.087
43 C 5.37931 -2.06223 -3.90328  C44 1.457, H46 1.087, H47 1.088, H48 1.089
44 C 4.71549 -0.78927 -3.65664  C43 1.457, N45 1.149
45 N 4.19190 0.21573 -3.46461  C44 1.149
46 H 5.52065 -2.18871 -4.97340  C43 1.087
47 H 6.34869 -2.07224 -3.40837  C43 1.088
48 H 4.77263 -2.88016 -3.51697  C43 1.089
49 C 0.93870 -1.49856 6.63905  C50 1.459, H52 1.088, H53 1.089, H54 1.088
50 C 1.18434 -0.52575 5.57928  C49 1.459, N51 1.149
51 N 1.36913 0.24451 4.74635  C50 1.149
52 H 0.01383 -1.25182 7.15660  C49 1.088
53 H 0.85238 -2.49583 6.21121  C49 1.089
54 H 1.76195 -1.48349 7.35026  C49 1.088
55 C -6.75607 -6.37232 3.92835  C56 1.458, H58 1.086, H59 1.085, H60 1.088
56 C -6.61027 -6.16602 2.49205  C55 1.458, N57 1.148
57 N -6.50650 -5.98676 1.36250  C56 1.148
58 H -6.33058 -7.33019 4.21398  C55 1.086
59 H -6.23577 -5.58321 4.46097  C55 1.085
60 H -7.81092 -6.35373 4.19609  C55 1.088
61 C 0.87937 3.47574 5.90233  C62 1.457, H64 1.089, H65 1.088, H66 1.086
62 C 0.96462 4.12778 7.20262  C61 1.457, N63 1.150
63 N 1.02094 4.64389 8.22892  C62 1.150
64 H -0.05349 3.75555 5.41564  C61 1.089
65 H 1.71601 3.78166 5.27785  C61 1.088
66 H 0.90766 2.39663 6.02335  C61 1.086
67 C -5.74933 0.52024 3.33256  C68 1.457, H70 1.089, H71 1.087, H72 1.088
68 C -5.73436 -0.92764 3.49218  C67 1.457, N69 1.148
69 N -5.69841 -2.06878 3.61450  C68 1.148
70 H -4.72872 0.88943 3.24930  C67 1.089
71 H -6.29897 0.78211 2.43212  C67 1.087
72 H -6.23412 0.98133 4.18999  C67 1.088
73 C -0.16661 4.41026 0.14014  C74 1.458, H76 1.088, H77 1.088, H78 1.088
74 C 0.16970 3.23323 0.93297  C73 1.458, N75 1.148
75 N 0.42776 2.29965 1.54945  C74 1.148
76 H -0.71792 4.10911 -0.74849  C73 1.088
77 H -0.78016 5.08854 0.72946  C73 1.088
78 H 0.74462 4.92225 -0.16221  C73 1.088
79 C -1.99158 6.71756 8.53012  C80 1.457, H82 1.088, H83 1.088, H84 1.088
80 C -2.24964 5.74249 7.47843  C79 1.457, N81 1.150
81 N -2.44394 4.96964 6.64993  C80 1.150
82 H -1.54307 6.21796 9.38604  C79 1.088
83 H -1.30592 7.47832 8.16405  C79 1.088
84 H -2.92468 7.18876 8.83249  C79 1.088
85 C 4.93148 1.81179 -6.89706  C86 1.456, H88 1.087, H89 1.085, H90 1.089
86 C 5.20888 0.38343 -6.83721  C85 1.456, N87 1.148
87 N 5.41159 -0.74536 -6.78704  C86 1.148
88 H 5.86116 2.36649 -6.99857  C85 1.087
89 H 4.29806 2.02911 -7.75132  C85 1.085
90 H 4.42586 2.11853 -5.98210  C85 1.089
91 C 2.75126 5.04497 -8.77413  C92 1.460, H94 1.087, H95 1.082, H96 1.088
92 C 4.00507 4.40723 -9.16517  C91 1.460, N93 1.151
93 N 4.99150 3.90028 -9.47275  C92 1.151
94 H 2.48883 5.80968 -9.50050  C91 1.087
95 H 1.96261 4.30599 -8.72570  C91 1.082
96 H 2.86932 5.50931 -7.79747  C91 1.088
97 C -0.85197 6.03110 -10.88800  C98 1.459, H100 1.088, H101 1.086, H102 1.088
98 C -0.50735 5.44309 -9.59779  C97 1.459, N99 1.149
99 N -0.23049 4.98383 -8.58184  C98 1.149
100 H -1.73601 5.54139 -11.29055  C97 1.088
101 H -1.05640 7.09162 -10.77313  C97 1.086
102 H -0.02440 5.90189 -11.58290  C97 1.088
103 C 8.36488 -7.19971 1.42817  C104 1.459, H106 1.088, H107 1.088, H108 1.085
104 C 9.23184 -7.95511 0.52962  C103 1.459, N105 1.148
105 N 9.91394 -8.54933 -0.17757  C104 1.148
106 H 8.29435 -7.71007 2.38653  C103 1.088
107 H 8.77640 -6.20430 1.58386  C103 1.088
108 H 7.37146 -7.11081 1.00083  C103 1.085
109 C -6.68849 -4.56383 8.10086  C110 1.457, H112 1.088, H113 1.089, H114 1.088
110 C -6.10384 -5.66729 7.34937  C109 1.457, N111 1.149
111 N -5.62569 -6.51983 6.74558  C110 1.149
112 H -7.56036 -4.90725 8.65381  C109 1.088
113 H -5.95046 -4.17689 8.80243  C109 1.089
114 H -6.98606 -3.76561 7.42360  C109 1.088
115 C -2.69719 -5.86722 9.56910  C116 1.460, H118 1.088, H119 1.088, H120 1.088
116 C -3.03709 -4.46573 9.79659  C115 1.460, N117 1.149
117 N -3.32491 -3.36640 9.96377  C116 1.149
118 H -2.61647 -6.05755 8.50070  C115 1.088
119 H -1.74841 -6.09832 10.04872  C115 1.088
120 H -3.47289 -6.50634 9.98533  C115 1.088
121 C 7.24797 6.80272 -9.93214  C122 1.457, H124 1.088, H125 1.089, H126 1.088
122 C 6.21270 7.22892 -8.99918  C121 1.457, N123 1.150
123 N 5.39072 7.55374 -8.26392  C122 1.150
124 H 8.23002 7.00879 -9.51167  C121 1.088
125 H 7.14971 5.73354 -10.11448  C121 1.089
126 H 7.14120 7.34016 -10.87207  C121 1.088
127 C -9.39378 2.00584 1.06243  C128 1.459, H130 1.088, H131 1.088, H132 1.088
128 C -9.24541 1.47889 2.41509  C127 1.459, N129 1.148
129 N -9.13261 1.06242 3.47934  C128 1.148
130 H -10.31711 1.63468 0.62313  C127 1.088
131 H -9.42356 3.09287 1.09251  C127 1.088
132 H -8.55379 1.68790 0.44788  C127 1.088
133 C 0.46525 7.75827 -14.66445  C134 1.459, H136 1.088, H137 1.088, H138 1.088
134 C -0.51393 8.15001 -13.65604  C133 1.459, N135 1.148
135 N -1.28605 8.45789 -12.86366  C134 1.148
136 H 1.46929 7.97635 -14.30651  C133 1.088
137 H 0.38036 6.69248 -14.86669  C133 1.088
138 H 0.28611 8.31102 -15.58401  C133 1.088